Computed, not measured: a 6-piece molecular cluster, C17H45Cl2N2O14P3 overall at a distorted geometry, with the ωB97M-V functional and the def2-TZVPD basis.

The frontier orbital gap comes out at 9.2002 eV. For the LUMO energy, the calculation gives 0.010 Eh. The value obtained for the total energy is -102920.998 eV. For the maximum force, the calculation gives 3.5 eV/Å. The SMILES is COP(=O)(OC)OC.COP(=O)(OC)OC.COP(=O)(OC)OC.CNC(C)=O.CNC(C)=O.ClCCCl.

```
83
C17H45Cl2N2O14P3 the ωB97M-V functional and the def2-TZVPD basis
C -28.381 19.769 19.890
O -27.038 19.632 19.392
P -26.573 20.160 17.895
O -27.499 19.771 16.762
O -26.399 21.748 17.994
C -27.353 22.746 17.683
O -25.109 19.582 17.805
C -24.489 19.224 16.562
H -29.070 19.699 19.048
H -28.647 20.611 20.530
H -28.494 18.869 20.495
H -27.048 23.311 16.802
H -27.499 23.406 18.539
H -28.334 22.368 17.397
H -23.566 19.793 16.454
H -25.018 19.749 15.767
H -24.380 18.149 16.420
C -33.175 12.713 25.579
O -32.015 13.326 25.060
P -31.228 12.526 23.852
O -30.908 11.137 24.235
O -29.968 13.536 23.626
C -30.090 14.843 23.040
O -32.184 12.793 22.585
C -31.892 12.216 21.360
H -33.596 11.892 24.998
H -33.916 13.488 25.772
H -32.988 12.388 26.602
H -30.965 15.405 23.368
H -30.270 14.726 21.971
H -29.150 15.305 23.342
H -31.379 11.254 21.358
H -31.287 12.910 20.776
H -32.826 12.000 20.842
C -24.124 20.373 29.813
O -24.395 20.623 28.464
P -23.590 19.826 27.343
O -23.593 18.374 27.335
O -22.081 20.515 27.358
C -21.130 20.019 26.475
O -24.143 20.513 26.002
C -24.044 21.947 25.775
H -23.114 19.966 29.865
H -24.824 19.671 30.267
H -24.107 21.337 30.321
H -20.204 20.526 26.747
H -21.376 20.162 25.423
H -20.973 18.946 26.585
H -24.777 22.025 24.971
H -23.051 22.301 25.498
H -24.322 22.475 26.687
C -23.754 19.595 21.033
N -23.378 21.011 21.328
C -22.449 21.484 22.179
C -22.289 22.940 22.311
O -21.789 20.731 22.889
H -23.273 19.160 20.156
H -24.839 19.575 20.934
H -23.473 18.963 21.876
H -23.864 21.636 20.700
H -21.225 23.130 22.175
H -22.619 23.293 23.288
H -22.834 23.537 21.580
C -19.613 17.643 22.046
N -20.214 17.024 23.197
C -19.586 16.638 24.318
C -20.496 15.833 25.305
O -18.384 16.753 24.552
H -18.903 18.470 22.061
H -20.337 18.249 21.502
H -19.498 16.752 21.428
H -21.190 16.769 23.148
H -20.367 16.090 26.356
H -20.357 14.784 25.044
H -21.544 16.080 25.133
Cl -26.556 17.750 21.954
C -26.557 17.135 23.694
C -25.084 17.266 24.272
Cl -23.837 16.382 23.430
H -26.808 16.082 23.819
H -27.394 17.571 24.239
H -25.120 16.841 25.274
H -24.648 18.248 24.459
```

Need the Löwdin charges? In units of e they are: atom 1 (C): -0.117, atom 2 (O): -0.278, atom 3 (P): 0.455, atom 4 (O): -0.271, atom 5 (O): -0.225, atom 6 (C): -0.105, atom 7 (O): -0.222, atom 8 (C): -0.073, atom 9 (H): 0.084, atom 10 (H): 0.089, atom 11 (H): 0.032, atom 12 (H): 0.090, atom 13 (H): 0.088, atom 14 (H): 0.085, atom 15 (H): 0.088, atom 16 (H): 0.082, atom 17 (H): 0.101, atom 18 (C): -0.134, atom 19 (O): -0.226, atom 20 (P): 0.465, atom 21 (O): -0.225, atom 22 (O): -0.227, atom 23 (C): -0.078, atom 24 (O): -0.218, atom 25 (C): -0.132, atom 26 (H): 0.090, atom 27 (H): 0.085, atom 28 (H): 0.087, atom 29 (H): 0.090, atom 30 (H): 0.079, atom 31 (H): 0.078, atom 32 (H): 0.094, atom 33 (H): 0.085, atom 34 (H): 0.093, atom 35 (C): -0.107, atom 36 (O): -0.215, atom 37 (P): 0.425, atom 38 (O): -0.210, atom 39 (O): -0.237, atom 40 (C): -0.127, atom 41 (O): -0.241, atom 42 (C): -0.065, atom 43 (H): 0.086, atom 44 (H): 0.096, atom 45 (H): 0.095, atom 46 (H): 0.097, atom 47 (H): 0.074, atom 48 (H): 0.080, atom 49 (H): 0.095, atom 50 (H): 0.079, atom 51 (H): 0.084, atom 52 (C): -0.055, atom 53 (N): 0.033, atom 54 (C): -0.582, atom 55 (C): -0.006, atom 56 (O): 0.022, atom 57 (H): 0.081, atom 58 (H): 0.023, atom 59 (H): 0.048, atom 60 (H): 0.125, atom 61 (H): 0.094, atom 62 (H): 0.075, atom 63 (H): 0.077, atom 64 (C): -0.071, atom 65 (N): 0.000, atom 66 (C): -0.539, atom 67 (C): -0.004, atom 68 (O): 0.018, atom 69 (H): 0.096, atom 70 (H): 0.063, atom 71 (H): 0.091, atom 72 (H): 0.069, atom 73 (H): 0.076, atom 74 (H): 0.081, atom 75 (H): 0.021, atom 76 (Cl): 0.582, atom 77 (C): -0.534, atom 78 (C): -0.661, atom 79 (Cl): 0.619, atom 80 (H): 0.056, atom 81 (H): 0.069, atom 82 (H): 0.064, atom 83 (H): 0.049